This record from the Open Molecules 2025 dataset describes C3H9N3O as an isolated structure. The level of theory is the ωB97M-V functional and the def2-TZVPD basis.

Computed properties:
ΔE to the lowest compared entry with this formula, charge and spin: 200.2 kcal per mole
DFT total energy: -358.9255 hartree
HOMO energy: -8.2860 eV
Kohn-Sham gap: 8.647 eV
strongest force on any atom: 7.28 eV Å⁻¹

```
! RIJCOSX wB97M-V def2-TZVPD def2/J DEFGRID3
* xyz 0 1
C -2.2650 0.4486 -0.4491
C 0.4126 -0.1944 0.0049
C 2.7187 -0.0695 0.0605
H -2.1573 0.0689 -1.6097
H -1.3053 1.2348 -0.3425
H -3.5604 1.0126 -0.4911
H -1.7252 -0.5565 1.5440
H -0.7090 -2.2023 0.1964
H 0.8071 1.5899 0.3157
H 2.5146 -0.5947 1.3767
H 2.7093 1.1501 -0.0536
H 3.6902 -0.3845 -0.3698
N -1.9777 -0.7421 0.4878
N -0.7657 -1.1082 -0.3171
N 0.0784 0.9603 0.2323
O 1.5347 -0.6130 -0.5855
*
```

This record from the Open Molecules 2025 dataset describes a 2-piece molecular cluster, C2H8N3O2 overall. The level of theory is the ωB97M-V functional and the def2-TZVPD basis.

Computed properties:
ΔE to the lowest compared entry with this formula, charge and spin: 13.0 kcal per mole
DFT total energy: -395.8259 hartree
HOMO energy: -3.7397 eV
Kohn-Sham gap: 7.991 eV
strongest force on any atom: 0.80 eV Å⁻¹

```
! RIJCOSX wB97M-V def2-TZVPD def2/J DEFGRID3
* xyz -1 1
N -0.0946 -0.6097 1.7975
C -1.4508 -0.5746 1.9071
N -2.0524 -0.5052 0.6783
O -2.0908 -0.6134 2.9514
H 0.2852 -0.2577 0.8906
H 0.4448 -0.4897 2.6312
H -3.0319 -0.3002 0.7406
H -1.4664 -0.1199 -0.0738
N 2.2669 0.3633 -1.6576
C 0.8294 0.6909 -1.8375
O 0.0286 0.4506 -0.7782
H 2.4013 -0.6334 -1.6578
H 2.5635 0.7111 -0.7498
H 0.7862 1.7673 -2.0829
H 0.5809 0.1206 -2.7592
*
```

This record from the Open Molecules 2025 dataset describes one molecule with the formula C4H5NO2. The level of theory is the ωB97M-V functional and the def2-TZVPD basis.

Computed properties:
ΔE to the lowest compared entry with this formula, charge and spin: 119.8 kcal per mole
DFT total energy: -360.4785 hartree
HOMO energy: -8.8040 eV
Kohn-Sham gap: 9.592 eV
strongest force on any atom: 6.24 eV Å⁻¹

```
! RIJCOSX wB97M-V def2-TZVPD def2/J DEFGRID3
* xyz 0 1
C -0.1472 -0.4937 0.6749
C 0.0444 0.2224 -0.5978
C -0.1906 -0.0859 -1.8767
O 0.1634 0.9063 -2.8026
N 0.7813 1.9686 -2.0575
O 1.1681 2.8720 -2.6995
C 0.7418 1.7289 -0.8156
H 0.4824 -1.2943 1.0297
H 0.0754 0.3180 1.3944
H -1.3395 -0.7551 0.7996
H -0.4255 -1.0111 -2.3338
H 0.8878 2.4817 -0.0020
*
```

This record from the Open Molecules 2025 dataset describes C51H53BrN4O4RhSTe as an isolated structure. The level of theory is the ωB97M-V functional and the def2-TZVPD basis.

Computed properties:
ΔE to the lowest compared entry with this formula, charge and spin: 0.0 kcal per mole
<S²>: 8.79
DFT total energy: -5845.8086 hartree
HOMO energy (spin up / spin down): -4.9689 / -7.3005 eV
Kohn-Sham gap (spin up / spin down): 4.478 / 5.728 eV
strongest force on any atom: 2.62 eV Å⁻¹

```
! RIJCOSX wB97M-V def2-TZVPD def2/J DEFGRID3
* xyz 0 6
Rh 20.5919 -5.3008 6.8084
Br 23.9429 -6.1713 7.9723
C 23.2283 -4.4259 8.2158
C 23.8906 -3.6095 9.0962
C 23.4274 -2.3036 9.2874
C 22.3544 -1.8418 8.5330
C 21.7073 -2.7443 7.6807
N 22.1440 -4.0429 7.5452
C 20.4883 -2.4115 6.8730
O 20.1863 -1.2290 6.7320
O 19.8880 -3.4442 6.3473
H 24.7302 -4.0174 9.6803
H 23.9326 -1.6477 10.0136
H 21.9617 -0.8172 8.5530
C 19.4299 -11.6639 9.5239
C 19.9982 -11.5834 8.2540
C 20.4495 -10.3560 7.7939
C 20.3246 -9.1744 8.5690
C 19.7484 -9.2824 9.8657
C 19.3106 -10.5213 10.3240
C 20.7199 -7.9147 7.9009
C 20.6903 -6.6297 8.3343
C 20.8621 -6.1014 9.6800
C 20.3413 -4.8225 10.0125
C 20.5791 -4.2364 11.2448
C 21.3969 -4.8692 12.1668
C 21.9471 -6.1064 11.8602
C 21.6922 -6.7203 10.6395
H 19.0446 -12.6282 9.8980
H 20.0846 -12.4745 7.6235
H 20.9130 -10.2876 6.8009
H 19.6469 -8.3876 10.5065
H 18.8615 -10.6107 11.3152
H 20.9677 -8.0653 6.8258
H 19.7445 -4.2827 9.2780
H 20.1711 -3.2410 11.4518
H 21.6093 -4.4217 13.1436
H 22.6176 -6.5976 12.5848
H 22.1418 -7.6911 10.4150
C 19.7240 -10.9965 3.9008
C 19.8033 -9.6408 3.1827
C 20.2861 -8.4811 4.0700
N 21.6259 -8.6933 4.5722
C 22.5384 -7.7363 4.7483
S 22.1496 -6.0763 4.7729
N 23.8386 -8.1020 4.9675
C 24.4703 -9.3938 5.0875
O 25.4697 -9.5149 5.7878
C 23.9113 -10.4876 4.2246
C 23.5442 -10.2974 2.8772
C 23.1169 -11.3689 2.1029
C 22.9794 -12.6441 2.6666
C 23.3386 -12.8479 3.9913
C 23.8085 -11.7943 4.7605
H 19.2157 -11.7343 3.2625
H 19.1285 -10.8901 4.8256
H 20.7131 -11.4054 4.1665
H 18.7715 -9.3475 2.8834
H 20.4315 -9.7192 2.2788
H 19.5811 -8.3499 4.9104
H 20.2921 -7.5274 3.5094
H 21.8743 -9.6437 4.8342
H 24.4005 -7.3631 5.3762
H 23.6196 -9.2946 2.4300
H 22.8367 -11.2240 1.0458
H 22.5734 -13.4548 2.0450
H 23.2386 -13.8518 4.4185
H 24.1387 -11.9455 5.7999
C 18.5478 -4.8383 4.0839
C 18.3084 -6.0178 5.0622
O 17.3990 -6.8636 4.7382
N 18.9660 -6.1428 6.1820
Te 17.5562 -7.9718 7.0054
C 16.4533 -9.6575 7.9587
C 16.1416 -10.8148 7.1983
C 16.3351 -10.9175 5.6867
C 15.6204 -11.9143 7.8844
C 15.3892 -11.9282 9.2706
C 14.8996 -13.1525 10.0129
C 15.6562 -10.7431 9.9630
C 16.1921 -9.6006 9.3442
C 16.4039 -8.3343 10.1781
C 15.9136 -6.5947 7.2446
C 16.0747 -5.4447 8.0413
C 17.2976 -5.1271 8.8582
C 15.0056 -4.5422 8.0873
C 13.8169 -4.7349 7.3786
C 12.6692 -3.7435 7.4633
C 13.7087 -5.9027 6.5996
C 14.7311 -6.8443 6.4991
C 14.5493 -8.0632 5.5932
H 17.8505 -4.9143 3.2279
H 19.5814 -4.8407 3.7143
H 18.3809 -3.8854 4.6160
H 16.8235 -10.0285 5.2575
H 15.3697 -11.0605 5.1766
H 16.9751 -11.7889 5.4550
H 15.3915 -12.8104 7.2945
H 14.6477 -13.9621 9.3070
H 13.9851 -12.8980 10.5782
H 15.6573 -13.5182 10.7218
H 15.4259 -10.7087 11.0400
H 16.3887 -8.5869 11.2589
H 15.6118 -7.5944 9.9742
H 17.3837 -7.8968 9.9432
H 18.0919 -5.8473 8.6722
H 17.0576 -5.0981 9.9393
H 17.6992 -4.1313 8.5779
H 15.1284 -3.6684 8.7232
H 12.9438 -2.9188 8.1465
H 11.7483 -4.2290 7.8108
H 12.4709 -3.3044 6.4681
H 12.7915 -6.0749 6.0225
H 13.6118 -7.9284 5.0368
H 14.4967 -8.9973 6.1650
H 15.3698 -8.1393 4.8619
*
```

This record from the Open Molecules 2025 dataset describes a 10-piece molecular cluster, C44H86F21NO22P2S7 overall. The level of theory is the ωB97M-V functional and the def2-TZVPD basis.

Computed properties:
DFT total energy: -9005.2455 hartree
HOMO energy: 0.8948 eV
Kohn-Sham gap: 2.570 eV
strongest force on any atom: 4.03 eV Å⁻¹

```
! RIJCOSX wB97M-V def2-TZVPD def2/J DEFGRID3
* xyz -4 1
C -3.6003 -3.1356 2.1099
N -2.6592 -1.9688 2.2247
C -2.2383 -1.5405 0.8921
C -3.3774 -0.7749 2.7823
C -1.4597 -2.3485 3.0703
C -1.6334 -2.4143 4.5951
O -2.7040 -3.2838 4.8874
H -3.9960 -3.3615 3.0992
H -3.0589 -3.9669 1.6516
H -4.4726 -3.0554 1.4575
H -1.6064 -2.3763 0.5876
H -1.6893 -0.6061 0.9959
H -3.0484 -1.3892 0.1859
H -2.7143 0.0819 2.7078
H -3.8341 -0.8651 3.7664
H -4.2169 -0.5631 2.1154
H -0.6889 -1.6310 2.7891
H -1.2255 -3.2964 2.5838
H -1.8391 -1.4200 5.0173
H -0.7097 -2.7035 5.1093
H -2.7338 -3.3490 5.8886
C -0.1014 -1.5401 -1.7238
C 1.1817 -1.2803 -2.5188
C 2.3699 -1.9129 -1.7984
C 3.5441 -2.1842 -2.7631
P 5.0884 -2.8213 -2.0114
C 5.0954 -4.6320 -2.2091
C 4.1756 -5.4281 -1.2662
C 3.9463 -6.8419 -1.8087
C 2.8588 -7.5897 -1.0166
C 6.4731 -2.1581 -2.9747
C 7.7870 -2.9303 -2.9318
C 9.0201 -2.0383 -3.2592
C 9.0790 -1.6385 -4.7140
C 5.3186 -2.3803 -0.2497
C 6.6331 -2.9547 0.2981
C 6.6466 -2.9467 1.8198
C 6.9510 -1.5761 2.4584
H -0.1705 -2.6118 -1.5437
H -0.9994 -1.1049 -2.1536
H 0.0645 -1.0826 -0.7468
H 1.3520 -0.1972 -2.5879
H 1.1410 -1.6068 -3.5633
H 2.0892 -2.8563 -1.3241
H 2.7377 -1.2380 -1.0236
H 3.7543 -1.2189 -3.2407
H 3.3356 -2.8511 -3.6036
H 6.1374 -4.9682 -2.1851
H 4.8439 -4.7904 -3.2660
H 3.2277 -4.8827 -1.2607
H 4.6162 -5.4504 -0.2697
H 4.9290 -7.3164 -1.7302
H 3.6489 -6.7061 -2.8520
H 1.9441 -7.0005 -0.9657
H 3.2692 -7.9108 -0.0638
H 2.5228 -8.4738 -1.5644
H 6.6020 -1.0834 -2.8113
H 6.1300 -2.1244 -4.0170
H 7.7927 -3.7851 -3.6081
H 8.0914 -3.3277 -1.9607
H 9.8401 -2.7469 -3.1076
H 9.1192 -1.1796 -2.5977
H 9.0561 -2.4367 -5.4614
H 10.1050 -1.2810 -4.8651
H 8.3092 -0.9162 -4.9886
H 4.4194 -2.8073 0.2112
H 5.3239 -1.2890 -0.2576
H 7.4393 -2.3223 -0.0873
H 6.8350 -3.9855 -0.0012
H 7.4309 -3.6488 2.1119
H 5.6975 -3.2552 2.2487
H 6.0266 -0.9939 2.4865
H 7.6982 -0.9418 1.9767
H 7.2091 -1.7414 3.5037
C 1.5290 7.7631 -7.4349
C 1.4694 8.1490 -5.9601
C 1.4316 6.8749 -5.0647
C -0.0233 6.4225 -4.8666
P -0.4479 5.6084 -3.2907
C 0.0075 6.6272 -1.8729
C -0.6874 7.9784 -1.7108
C -0.4105 8.6167 -0.3286
C -0.8169 10.0952 -0.3609
C 0.5228 4.0897 -3.2845
C 0.7238 3.3256 -1.9685
C -0.5055 2.5561 -1.5487
C -0.5060 1.9310 -0.1763
C -2.2240 5.1313 -3.1338
C -2.7651 4.0137 -4.0404
C -4.2737 3.9748 -4.2054
C -5.0029 3.4520 -3.0036
H 0.6983 7.1400 -7.7757
H 2.4096 7.1353 -7.6073
H 1.6187 8.5969 -8.1324
H 0.6287 8.8369 -5.8497
H 2.3553 8.7519 -5.7526
H 1.9044 7.2566 -4.1557
H 2.0941 6.0998 -5.4427
H -0.3323 5.7297 -5.6511
H -0.6790 7.2952 -4.8994
H 1.0871 6.8079 -1.9004
H -0.1945 6.0162 -0.9885
H -1.7596 7.7603 -1.6776
H -0.4617 8.7202 -2.4770
H 0.6597 8.6082 -0.1074
H -0.9830 8.0701 0.4184
H -0.3767 10.5850 -1.2314
H -0.3637 10.6438 0.4694
H -1.8911 10.2065 -0.2243
H 1.5206 4.3905 -3.6348
H 0.2207 3.4215 -4.0968
H 0.9970 4.0230 -1.1684
H 1.5256 2.5894 -2.0630
H -0.6160 1.8269 -2.3661
H -1.4315 3.1375 -1.6090
H 0.2051 1.0985 -0.1811
H -1.4843 1.5769 0.1330
H -0.0852 2.6616 0.5186
H -2.7716 6.0795 -3.1735
H -2.3614 4.8510 -2.0843
H -2.3732 3.0477 -3.7191
H -2.3245 4.1741 -5.0348
H -4.5207 3.4200 -5.1142
H -4.6545 4.9665 -4.4845
H -4.9466 2.3777 -2.8210
H -6.0580 3.7331 -3.0403
H -4.7609 3.8630 -2.0146
C 2.5823 -2.6557 3.5174
F 1.4774 -1.9402 3.6539
F 3.5942 -1.8126 3.2327
F 2.8457 -3.2214 4.6891
S 2.3650 -3.9306 2.1420
O 2.0348 -3.0625 1.0016
O 3.6883 -4.5491 2.0436
O 1.3132 -4.8066 2.5744
C -0.0802 1.2374 4.6007
F -0.3997 0.7728 3.3802
F 0.2846 0.2256 5.4202
F 1.0546 1.9877 4.4754
S -1.4945 2.2434 5.3386
O -1.1122 2.5347 6.7067
O -1.5502 3.4484 4.4981
O -2.6538 1.3828 5.1955
C -7.1100 -3.2840 5.3648
F -6.2317 -2.3120 5.5294
F -8.2905 -2.9536 5.9069
F -7.3088 -3.3843 4.0347
S -6.4694 -4.9199 6.0962
O -7.5610 -5.8509 5.8690
O -5.2640 -5.1722 5.3341
O -6.2625 -4.6828 7.5173
C -3.3457 -6.1342 -0.7707
F -3.2247 -4.8043 -0.6433
F -4.6567 -6.4095 -0.7723
F -2.8417 -6.4758 -1.9819
S -2.5380 -7.0802 0.6797
O -3.1950 -6.6698 1.8841
O -2.7864 -8.4868 0.3458
O -1.1141 -6.7715 0.6206
C -4.5338 2.7674 2.0818
F -5.3872 1.8180 2.3966
F -3.2976 2.2930 2.0095
F -4.8343 3.3278 0.8826
S -4.7204 4.1432 3.4058
O -5.8780 4.9794 3.0800
O -4.9472 3.4155 4.6531
O -3.4969 4.9316 3.4725
C -2.5139 -1.5755 9.4989
F -2.0613 -2.3465 10.5095
F -3.0818 -0.4986 10.0516
F -1.4657 -1.2158 8.7475
S -3.7150 -2.5002 8.3419
O -4.6843 -3.1467 9.2058
O -4.3448 -1.4257 7.6030
O -2.8974 -3.4134 7.5506
C -5.3927 -1.0244 -1.4354
F -4.6701 -2.0597 -1.8326
F -5.8128 -1.2191 -0.1931
F -4.5931 0.0487 -1.4233
S -6.8103 -0.7647 -2.6467
O -7.4074 0.5259 -2.3544
O -6.0871 -0.8050 -3.9334
O -7.7622 -1.8712 -2.6439
*
```

This record from the Open Molecules 2025 dataset describes a 5-piece molecular cluster, C15H24O15 overall. The level of theory is the ωB97M-V functional and the def2-TZVPD basis.

Computed properties:
ΔE to the lowest compared entry with this formula, charge and spin: 34.6 kcal per mole
DFT total energy: -1714.5624 hartree
HOMO energy: -10.6892 eV
Kohn-Sham gap: 10.907 eV
strongest force on any atom: 2.01 eV Å⁻¹

```
! RIJCOSX wB97M-V def2-TZVPD def2/J DEFGRID3
* xyz 0 1
C -20.4392 -17.0142 -23.0702
O -21.1281 -18.1354 -22.5620
C -22.3904 -18.3140 -22.9329
O -23.1799 -17.4866 -23.2982
O -22.6640 -19.6226 -22.7771
C -23.9869 -20.0251 -23.0634
H -19.4519 -17.0217 -22.6173
H -20.9182 -16.0729 -22.7864
H -20.2976 -16.8838 -24.1466
H -23.8868 -21.0385 -23.4646
H -24.5018 -19.3646 -23.7544
H -24.6851 -20.2197 -22.2410
C -16.4155 -22.2006 -12.4589
O -15.7824 -21.6082 -13.6126
C -16.3495 -20.5723 -14.1705
O -17.3500 -20.0150 -13.7790
O -15.6474 -20.1785 -15.2185
C -16.1554 -19.1000 -15.9804
H -17.2200 -22.8146 -12.8646
H -16.8346 -21.3740 -11.8894
H -15.7016 -22.8264 -11.9410
H -15.9780 -19.2072 -17.0430
H -15.7473 -18.1923 -15.5325
H -17.2244 -18.9338 -15.8387
O -18.4858 -16.0457 -20.1189
C -18.3527 -15.9014 -18.9517
O -18.8517 -14.9112 -18.2043
C -18.7148 -15.1985 -16.8063
C -17.4962 -16.1348 -16.8625
O -17.4746 -16.6166 -18.1807
H -18.5472 -14.2767 -16.2612
H -19.5801 -15.7925 -16.5128
H -17.7640 -16.9152 -16.1494
H -16.5550 -15.6725 -16.5691
O -19.2786 -13.5642 -10.9247
C -19.9170 -13.1796 -11.8441
O -21.0194 -12.4151 -11.7749
C -21.5374 -12.2000 -13.0743
C -20.4922 -12.8131 -14.0186
O -19.6043 -13.4490 -13.1329
H -22.4805 -12.7385 -13.1905
H -21.7651 -11.1861 -13.3983
H -19.9702 -12.0227 -14.5658
H -20.9159 -13.3771 -14.8516
O -19.1935 -10.6962 -16.4951
C -18.1358 -10.7448 -15.9559
O -17.5438 -11.8448 -15.5117
C -16.3722 -11.5337 -14.7685
C -16.1842 -10.0385 -15.0203
O -17.3829 -9.6495 -15.6649
H -16.5029 -11.7743 -13.7127
H -15.5522 -12.1664 -15.1052
H -15.2870 -9.7795 -15.5875
H -16.0549 -9.4714 -14.0958
*
```